Computed, not measured: 13 unconnected molecules or ions with the total composition C48H115N13O10 in a non-equilibrium geometry, with ωB97M-V/def2-TZVPD.

Bonds (Å) are listed after each position.
Atoms and positions in Å:
1 C -2.339 -3.708 1.963  C2 1.532, H8 1.090, H9 1.090, H10 1.090
2 C -2.305 -5.022 2.749  C1 1.532, N3 1.499, H11 1.090, H12 1.090
3 N -3.555 -5.840 2.625  C2 1.499, C4 1.508, C6 1.522
4 C -4.747 -5.119 3.204  N3 1.508, C5 1.514, H13 1.090, H14 1.090
5 C -6.045 -5.632 2.618  C4 1.514, H15 1.090, H16 1.090, H17 1.090
6 C -3.496 -7.180 3.344  N3 1.522, C7 1.449, H18 1.090, H19 1.090
7 C -2.549 -8.107 2.759  C6 1.449, H20 1.090, H21 1.090, H22 1.090
8 H -3.021 -2.998 2.432  C1 1.090
9 H -2.523 -3.868 0.901  C1 1.090
10 H -1.333 -3.303 1.849  C1 1.090
11 H -1.436 -5.638 2.518  C2 1.090
12 H -2.206 -4.777 3.806  C2 1.090
13 H -4.660 -5.185 4.288  C4 1.090
14 H -4.700 -4.066 2.926  C4 1.090
15 H -6.779 -4.891 2.936  C5 1.090
16 H -6.033 -5.743 1.534  C5 1.090
17 H -6.465 -6.540 3.049  C5 1.090
18 H -4.490 -7.623 3.387  C6 1.090
19 H -3.113 -6.938 4.336  C6 1.090
20 H -3.027 -8.591 1.907  C7 1.090
21 H -2.336 -8.958 3.406  C7 1.090
22 H -1.593 -7.646 2.511  C7 1.090
23 C 5.593 5.211 -1.140  C24 1.553, H30 1.090, H31 1.090, H32 1.090
24 C 4.090 5.186 -1.526  C23 1.553, N25 1.460, H33 1.090, H34 1.090
25 N 3.349 6.388 -1.155  C24 1.460, C26 1.498, C28 1.473
26 C 3.951 7.746 -1.341  N25 1.498, C27 1.489, H35 1.090, H36 1.090
27 C 4.089 8.197 -2.754  C26 1.489, H37 1.090, H38 1.090, H39 1.090
28 C 1.972 6.380 -1.677  N25 1.473, C29 1.513, H40 1.090, H41 1.090
29 C 1.075 5.281 -1.151  C28 1.513, H42 1.090, H43 1.090, H44 1.090
30 H 5.652 5.518 -0.096  C23 1.090
31 H 6.138 5.937 -1.744  C23 1.090
32 H 6.044 4.220 -1.200  C23 1.090
33 H 4.063 5.098 -2.612  C24 1.090
34 H 3.634 4.300 -1.082  C24 1.090
35 H 3.358 8.436 -0.741  C26 1.090
36 H 4.936 7.713 -0.874  C26 1.090
37 H 3.144 8.228 -3.296  C27 1.090
38 H 4.421 9.228 -2.630  C27 1.090
39 H 4.866 7.686 -3.323  C27 1.090
40 H 2.119 6.243 -2.749  C28 1.090
41 H 1.584 7.397 -1.619  C28 1.090
42 H 1.125 5.179 -0.067  C29 1.090
43 H 1.342 4.315 -1.580  C29 1.090
44 H 0.061 5.577 -1.424  C29 1.090
45 C -2.459 3.787 -2.630  C46 1.577, H52 1.090, H53 1.090, H54 1.090
46 C -3.848 3.201 -3.096  C45 1.577, N47 1.485, H55 1.090, H56 1.090
47 N -4.500 2.448 -1.995  C46 1.485, C48 1.498, C50 1.490
48 C -3.641 1.272 -1.646  N47 1.498, C49 1.533, H57 1.090, H58 1.090
49 C -4.303 0.136 -0.858  C48 1.533, H59 1.090, H60 1.090, H61 1.090
50 C -4.935 3.083 -0.719  N47 1.490, C51 1.550, H62 1.090, H63 1.090
51 C -5.767 4.341 -1.077  C50 1.550, H64 1.090, H65 1.090, H66 1.090
52 H -2.560 4.551 -1.859  C45 1.090
53 H -1.951 4.333 -3.424  C45 1.090
54 H -1.845 3.014 -2.169  C45 1.090
55 H -4.473 4.022 -3.446  C46 1.090
56 H -3.634 2.606 -3.984  C46 1.090
57 H -3.272 0.905 -2.604  C48 1.090
58 H -2.787 1.599 -1.054  C48 1.090
59 H -3.493 -0.516 -0.531  C49 1.090
60 H -4.753 0.605 0.017  C49 1.090
61 H -5.127 -0.385 -1.345  C49 1.090
62 H -4.063 3.284 -0.097  C50 1.090
63 H -5.506 2.444 -0.045  C50 1.090
64 H -6.232 4.261 -2.060  C51 1.090
65 H -5.128 5.186 -1.334  C51 1.090
66 H -6.428 4.716 -0.295  C51 1.090
67 C 0.380 -2.877 -4.192  C68 1.548, H72 1.090, H73 1.090, H74 1.090
68 C 0.466 -4.123 -5.107  C67 1.548, O69 1.248, N70 1.345
69 O 0.759 -3.938 -6.306  C68 1.248
70 N 0.161 -5.269 -4.473  C68 1.345, C71 1.479, H75 1.010
71 C 0.195 -6.644 -5.017  N70 1.479, H76 1.090, H77 1.090, H78 1.090
72 H 0.268 -1.920 -4.703  C67 1.090
73 H 1.323 -2.732 -3.664  C67 1.090
74 H -0.421 -2.903 -3.453  C67 1.090
75 H -0.173 -5.115 -3.532  N70 1.010
76 H 0.170 -6.694 -6.105  C71 1.090
77 H -0.681 -7.207 -4.695  C71 1.090
78 H 1.108 -7.129 -4.672  C71 1.090
79 C -5.349 0.895 3.232  C80 1.486, H84 1.090, H85 1.090, H86 1.090
80 C -4.304 -0.106 3.569  C79 1.486, O81 1.244, N82 1.331
81 O -4.602 -1.286 3.827  C80 1.244
82 N -3.055 0.301 3.348  C80 1.331, C83 1.407, H87 1.010
83 C -1.915 -0.500 3.545  N82 1.407, H88 1.090, H89 1.090, H90 1.090
84 H -6.245 0.326 3.480  C79 1.090
85 H -5.345 1.128 2.167  C79 1.090
86 H -5.241 1.727 3.928  C79 1.090
87 H -2.930 1.274 3.109  N82 1.010
88 H -1.267 -0.551 2.670  C83 1.090
89 H -2.143 -1.469 3.988  C83 1.090
90 H -1.269 0.066 4.216  C83 1.090
91 C 1.480 1.344 -3.145  C92 1.518, H96 1.090, H97 1.090, H98 1.090
92 C 2.320 1.968 -4.245  C91 1.518, O93 1.212, N94 1.408
93 O 1.952 1.888 -5.397  C92 1.212
94 N 3.521 2.581 -3.841  C92 1.408, C95 1.484, H99 1.010
95 C 4.520 3.241 -4.716  N94 1.484, H100 1.090, H101 1.090, H102 1.090
96 H 0.439 1.665 -3.148  C91 1.090
97 H 1.856 1.495 -2.133  C91 1.090
98 H 1.528 0.269 -3.315  C91 1.090
99 H 3.870 2.423 -2.906  N94 1.010
100 H 4.660 4.262 -4.361  C95 1.090
101 H 4.285 3.210 -5.780  C95 1.090
102 H 5.498 2.841 -4.445  C95 1.090
103 C 4.896 0.817 1.131  C104 1.532, H108 1.090, H109 1.090, H110 1.090
104 C 4.631 0.612 -0.364  C103 1.532, O105 1.189, N106 1.403
105 O 3.764 1.260 -0.854  C104 1.189
106 N 5.389 -0.299 -1.115  C104 1.403, C107 1.472, H111 1.010
107 C 5.152 -0.523 -2.551  N106 1.472, H112 1.090, H113 1.090, H114 1.090
108 H 5.773 0.223 1.389  C103 1.090
109 H 4.056 0.403 1.689  C103 1.090
110 H 5.091 1.882 1.260  C103 1.090
111 H 5.962 -0.956 -0.605  N106 1.010
112 H 4.094 -0.786 -2.569  C107 1.090
113 H 5.893 -1.235 -2.914  C107 1.090
114 H 5.134 0.339 -3.217  C107 1.090
115 C -5.058 4.562 3.056  C116 1.508, H120 1.090, H121 1.090, H122 1.090
116 C -3.580 4.381 2.816  C115 1.508, O117 1.211, N118 1.336
117 O -3.145 3.265 2.998  C116 1.211
118 N -2.869 5.388 2.300  C116 1.336, C119 1.479, H123 1.010
119 C -1.415 5.362 2.032  N118 1.479, H124 1.090, H125 1.090, H126 1.090
120 H -5.576 4.061 2.239  C115 1.090
121 H -5.453 5.572 3.167  C115 1.090
122 H -5.246 3.993 3.966  C115 1.090
123 H -3.218 6.291 2.589  N118 1.010
124 H -0.856 5.848 2.832  C119 1.090
125 H -1.228 5.810 1.056  C119 1.090
126 H -1.043 4.338 2.000  C119 1.090
127 C 0.501 -3.909 5.099  C128 1.519, H132 1.090, H133 1.090, H134 1.090
128 C 0.726 -2.554 4.449  C127 1.519, O129 1.204, N130 1.375
129 O 0.508 -2.337 3.285  C128 1.204
130 N 1.120 -1.503 5.243  C128 1.375, C131 1.493, H135 1.010
131 C 1.524 -0.137 4.793  N130 1.493, H136 1.090, H137 1.090, H138 1.090
132 H 0.665 -4.747 4.422  C127 1.090
133 H -0.482 -3.856 5.568  C127 1.090
134 H 1.352 -4.063 5.763  C127 1.090
135 H 1.320 -1.777 6.194  N130 1.010
136 H 1.093 0.646 5.417  C131 1.090
137 H 1.122 0.023 3.793  C131 1.090
138 H 2.587 0.099 4.745  C131 1.090
139 C 3.992 -5.080 -5.456  C140 1.612, H144 1.090, H145 1.090, H146 1.090
140 C 4.051 -4.352 -4.019  C139 1.612, O141 1.193, N142 1.323
141 O 4.433 -3.225 -3.930  C140 1.193
142 N 3.549 -4.991 -2.975  C140 1.323, C143 1.429, H147 1.010
143 C 3.231 -4.442 -1.695  N142 1.429, H148 1.090, H149 1.090, H150 1.090
144 H 3.485 -6.044 -5.409  C139 1.090
145 H 4.963 -5.138 -5.948  C139 1.090
146 H 3.425 -4.430 -6.123  C139 1.090
147 H 3.358 -5.983 -2.996  N142 1.010
148 H 3.380 -3.373 -1.541  C143 1.090
149 H 3.879 -4.906 -0.952  C143 1.090
150 H 2.205 -4.680 -1.412  C143 1.090
151 C 0.445 -2.064 -0.337  C152 1.569, H156 1.090, H157 1.090, H158 1.090
152 C 0.053 -0.553 -0.502  C151 1.569, O153 1.171, N154 1.353
153 O -0.669 -0.232 -1.367  C152 1.171
154 N 0.400 0.307 0.483  C152 1.353, C155 1.487, H159 1.010
155 C 0.101 1.756 0.639  N154 1.487, H160 1.090, H161 1.090, H162 1.090
156 H -0.270 -2.634 -0.930  C151 1.090
157 H 0.291 -2.376 0.696  C151 1.090
158 H 1.522 -2.112 -0.498  C151 1.090
159 H 1.224 -0.089 0.910  N154 1.010
160 H -0.246 2.157 -0.313  C155 1.090
161 H 1.001 2.361 0.755  C155 1.090
162 H -0.705 1.938 1.350  C155 1.090
163 C 3.608 3.027 5.445  C164 1.539, H168 1.090, H169 1.090, H170 1.090
164 C 3.027 3.239 4.035  C163 1.539, O165 1.205, N166 1.350
165 O 2.107 2.598 3.594  C164 1.205
166 N 3.549 4.204 3.248  C164 1.350, C167 1.437, H171 1.010
167 C 3.145 4.590 1.924  N166 1.437, H172 1.090, H173 1.090, H174 1.090
168 H 4.287 2.175 5.408  C163 1.090
169 H 2.786 2.941 6.156  C163 1.090
170 H 4.169 3.923 5.708  C163 1.090
171 H 4.302 4.697 3.705  N166 1.010
172 H 2.079 4.396 1.808  C167 1.090
173 H 3.729 4.057 1.174  C167 1.090
174 H 3.223 5.634 1.620  C167 1.090
175 C -0.122 -5.796 -0.366  C176 1.486, H180 1.090, H181 1.090, H182 1.090
176 C -1.357 -5.508 -1.141  C175 1.486, O177 1.246, N178 1.319
177 O -1.252 -4.779 -2.146  C176 1.246
178 N -2.513 -5.910 -0.652  C176 1.319, C179 1.464, H183 1.010
179 C -3.789 -5.522 -1.257  N178 1.464, H184 1.090, H185 1.090, H186 1.090
180 H 0.270 -4.795 -0.181  C175 1.090
181 H 0.633 -6.275 -0.990  C175 1.090
182 H -0.225 -6.333 0.577  C175 1.090
183 H -2.540 -6.182 0.320  N178 1.010
184 H -4.424 -5.274 -0.406  C179 1.090
185 H -4.179 -6.223 -1.995  C179 1.090
186 H -3.762 -4.620 -1.868  C179 1.090

The frontier orbital gap (spin up / spin down) is 1.590 / 8.250 eV. Its spin multiplicity is 2. As for the charge: -1. The value obtained for the energy relative to the best compared isomer or geometry (same formula, charge and spin) is 0.0 kcal per mole. As for the expectation value of S²: 0.750.